[1]
ORCA calculation (ωB97M-V/def2-TZVPD) on an isolated molecule of C21H23NO6.

Summary:
SMILES string ... Cc1coc2cc3oc(=O)c(CC(=O)N[C@@H](CC(C)C)C(=O)O)c(C)c3cc12
Gap between HOMO and LUMO ... 8.39 eV
Energy above the lowest of the compared OMol25 structures with the same formula, charge and spin ... 1.7 kJ/mol

XYZ file:
```
51
Properties=species:S:1:pos:R:3:forces:R:3:mulliken_charge:R:1
C 2.103539 -2.610576 -6.140583 0.1 0.0 0.1 -1.35
C 2.854868 -2.173893 -4.934524 0.6 -0.2 0.0 0.54
C 4.159647 -2.379676 -4.636945 -0.8 -0.1 -0.6 -0.58
O 4.523573 -1.840652 -3.440764 0.4 0.1 0.5 -0.49
C 3.417900 -1.261434 -2.936099 -1.1 0.3 -0.1 -0.26
C 3.289836 -0.577416 -1.744199 0.1 0.0 0.0 -1.12
C 2.035665 -0.061800 -1.444757 0.0 -0.4 -0.8 -0.19
O 1.931522 0.603783 -0.268209 0.2 0.1 0.2 -0.49
C 0.785588 1.211965 0.117796 -0.2 0.2 0.4 0.68
O 0.773280 1.756153 1.203751 0.2 -0.1 -0.4 -0.72
C -0.366019 1.136733 -0.771684 0.1 -0.2 -0.5 0.65
C -1.575312 1.891373 -0.299969 -0.2 -0.2 0.1 -1.85
C -2.403030 0.969510 0.600219 0.3 0.5 -0.3 0.89
O -3.350696 0.328662 0.192072 -0.4 -0.2 -0.2 -0.72
N -1.928211 0.905703 1.853264 0.1 -0.1 0.7 0.29
C -2.525973 0.066767 2.860577 -0.1 -0.2 -0.2 -0.17
C -1.464802 -0.634659 3.725197 -0.2 0.2 0.3 -1.25
C -0.918487 0.181956 4.905126 0.2 -0.1 -0.1 1.03
C -0.315079 1.519746 4.482134 -0.2 -0.1 0.2 -1.39
C 0.131061 -0.657280 5.633678 -0.3 0.1 0.0 -1.64
C -3.505141 0.863672 3.712097 0.0 0.3 -0.2 0.19
O -3.608697 2.058825 3.719312 0.0 0.1 0.0 -0.56
O -4.266545 0.062088 4.463359 -0.2 -0.6 0.3 -0.46
C -0.334822 0.368693 -1.893655 -0.1 0.4 0.5 1.26
C -1.562137 0.134721 -2.716446 0.0 0.1 0.1 -2.02
C 0.919826 -0.225294 -2.300154 0.4 0.0 0.2 0.87
C 1.084402 -0.915583 -3.501649 0.2 0.0 0.1 -0.84
C 2.327421 -1.431714 -3.821146 0.5 0.1 0.4 0.94
H 2.755274 -3.157297 -6.816091 0.0 -0.1 -0.1 0.33
H 1.271977 -3.253150 -5.854490 -0.1 -0.1 -0.1 0.33
H 1.696207 -1.746844 -6.664339 0.0 0.0 -0.1 0.33
H 4.931953 -2.887614 -5.181303 0.2 -0.1 0.0 0.47
H 4.112646 -0.433869 -1.064940 0.1 0.0 0.1 0.50
H -1.249620 2.757656 0.275915 0.0 0.0 -0.1 0.45
H -2.188170 2.216032 -1.138148 0.0 0.0 0.1 0.50
H -1.115190 1.453387 2.102346 -0.1 0.0 -0.2 -0.01
H -3.120973 -0.686299 2.326102 0.1 0.1 0.1 0.62
H -0.637703 -0.913994 3.068695 0.0 -0.1 0.0 0.28
H -1.905856 -1.550890 4.121610 0.0 0.0 0.0 0.45
H -1.742487 0.378218 5.600978 0.0 0.0 0.0 0.20
H -1.085531 2.205775 4.139673 0.0 0.1 -0.1 0.31
H 0.180884 1.982455 5.333053 0.1 0.1 0.1 0.49
H 0.424214 1.385418 3.695407 0.1 0.0 -0.1 0.22
H 0.980325 -0.845566 4.980597 0.1 0.0 -0.1 0.35
H 0.489098 -0.135162 6.517493 0.1 0.0 0.1 0.42
H -0.283554 -1.613463 5.945643 0.0 -0.1 0.0 0.41
H -4.894316 0.585128 4.987379 0.2 0.1 -0.2 0.36
H -1.584145 0.813694 -3.569176 0.0 0.0 -0.1 0.34
H -1.576615 -0.885474 -3.090537 0.0 -0.1 -0.1 0.50
H -2.457118 0.283161 -2.120835 -0.1 0.0 0.0 0.41
H 0.261440 -1.036318 -4.185883 -0.2 0.0 -0.1 0.52
```
Forces are in eV/Å.


[2]
ORCA calculation (ωB97M-V/def2-TZVPD) on a structure of composition C21H24BN6NiO4S2.

Summary:
Charge ... -1
Gap between HOMO and LUMO (alpha / beta) ... 6.64 / 6.64 eV
Energy above the lowest of the compared OMol25 structures with the same formula, charge and spin ... 11.3 kJ/mol

XYZ file:
```
59
Properties=species:S:1:pos:R:3:forces:R:3:mulliken_charge:R:1
Ni -1.240285 0.809355 -0.172362 -0.6 -0.4 1.0 -0.66
C -3.023501 -2.205177 -2.630021 0.0 0.0 0.2 -0.71
N -2.721241 -2.489539 -1.228713 -0.1 0.0 -0.3 0.48
C -2.296204 -3.705726 -0.734542 -0.1 0.1 -0.1 -0.49
C -2.151601 -3.549173 0.598225 0.0 0.2 0.1 -0.44
N -2.480444 -2.246658 0.921085 -0.1 -0.1 0.2 0.36
B -2.577945 -1.699620 2.402404 0.0 0.0 0.0 -0.22
N -1.230271 -1.010653 2.844930 -0.1 -0.1 0.0 0.29
C -0.201325 -1.677732 3.485159 -0.2 0.0 -0.2 -0.58
C 0.737762 -0.778834 3.839539 0.1 0.3 0.0 -0.45
N 0.275926 0.452059 3.411158 0.1 0.2 0.1 0.35
C 0.983513 1.714570 3.539065 -0.1 -0.1 0.0 -0.83
C -0.918432 0.300304 2.788950 0.0 -0.2 0.1 -0.05
S -1.797964 1.578975 2.040041 0.4 -0.3 -0.2 -0.51
C -2.833657 -1.605442 -0.211440 -0.1 0.0 0.1 -0.18
S -3.391511 0.028629 -0.370642 0.4 -0.3 -0.2 -0.55
H -2.727173 -3.070397 -3.218341 0.0 0.0 0.0 0.30
H -2.469523 -1.333372 -2.965566 0.0 0.0 0.0 0.27
H -4.089741 -2.019108 -2.750867 0.0 0.0 0.0 0.31
H -2.122767 -4.551972 -1.377385 0.0 0.1 0.0 0.44
H -1.826647 -4.247558 1.350172 -0.1 0.0 0.0 0.46
H -2.720526 -2.676710 3.118828 0.1 0.1 -0.1 -0.23
H -3.476736 -0.907673 2.473778 0.1 -0.1 0.0 -0.06
H -0.231850 -2.743905 3.634247 0.0 0.1 0.0 0.48
H 1.684834 -0.892575 4.340927 -0.1 0.0 0.0 0.45
H 1.959075 1.516571 3.979075 0.0 0.0 0.0 0.30
H 0.425087 2.406043 4.166216 0.0 0.0 0.1 0.30
H 1.109048 2.171349 2.560656 0.0 0.0 0.0 0.30
O -0.383854 2.804171 -0.552114 0.0 0.4 -0.1 -0.40
C 0.792829 3.104907 -0.553598 0.0 -0.1 0.1 -0.70
C 1.887518 2.313725 -0.025883 0.0 0.0 -0.1 1.22
C 3.140068 2.912177 -0.020947 0.0 0.1 -0.1 -0.41
C 4.239520 2.250893 0.466578 0.3 0.0 0.1 -0.69
C 4.121870 0.927966 0.937102 0.1 0.0 0.0 -0.51
C 2.910186 0.307269 0.928346 -0.1 0.0 0.0 -0.34
C 1.713285 0.972074 0.471394 0.0 -0.2 -0.1 -0.74
O 0.609670 0.368650 0.543626 0.2 0.2 -0.2 0.83
N 5.527464 2.923802 0.505732 -0.3 -0.2 0.1 1.00
O 5.602241 4.068747 0.087109 0.0 0.0 -0.1 -0.66
O 6.479468 2.317164 0.973354 0.1 -0.1 0.0 -0.66
H 1.093758 4.081736 -0.980182 0.0 0.0 0.0 0.23
H 3.257754 3.920900 -0.397898 0.0 0.0 0.0 0.49
H 5.010719 0.423533 1.291755 0.0 0.0 0.0 0.48
H 2.792558 -0.711554 1.279546 0.0 0.0 0.0 0.58
C -2.012159 2.144053 -2.984509 0.1 0.0 0.0 -1.55
C -1.187257 0.891769 -3.014639 0.1 -0.1 0.2 0.58
C -0.692145 0.237687 -4.119620 0.2 -0.3 -0.1 -1.00
C 0.011801 -0.909321 -3.643574 -0.1 0.2 -0.3 -0.73
C -0.086155 -0.902048 -2.270348 0.0 0.3 0.1 0.16
C 0.472115 -1.922922 -1.320736 0.0 0.2 0.0 -1.13
N -0.805785 0.205764 -1.881828 0.0 0.0 -0.4 1.52
H -2.347609 2.383731 -3.995506 0.0 0.0 0.0 0.40
H -1.452572 2.998963 -2.599250 0.0 -0.1 0.0 0.19
H -2.890781 2.025055 -2.349237 0.0 0.0 0.0 0.19
H -0.830351 0.546642 -5.147892 0.0 0.0 0.1 0.44
H 0.514156 -1.665587 -4.232530 0.0 0.0 0.0 0.47
H 0.509557 -2.899114 -1.810721 0.0 0.0 0.0 0.38
H -0.130642 -2.011091 -0.416948 0.0 0.0 0.0 0.05
H 1.486869 -1.675771 -1.001156 0.0 0.0 0.0 0.16
```
Forces are in eV/Å.


[3]
ORCA calculation (ωB97M-V/def2-TZVPD) on a structure of composition C21H24BrN12OSTl.

Summary:
Gap between HOMO and LUMO ... 8.26 eV
Energy above the lowest of the compared OMol25 structures with the same formula, charge and spin ... 15.1 kJ/mol

XYZ file:
```
61
Properties=species:S:1:pos:R:3:forces:R:3:mulliken_charge:R:1
Tl 0.586941 -1.833940 -0.751543 0.0 0.0 0.0 0.87
N -2.533924 -0.999697 1.793283 0.0 0.0 0.0 -0.05
C -2.665725 -1.868790 0.716744 0.0 0.0 0.0 0.21
N -3.805873 -2.466928 0.426619 0.0 0.0 0.1 -0.54
N -3.527572 -3.181691 -0.677691 0.0 0.0 0.0 -0.56
N -2.297510 -3.010117 -1.022986 0.0 -0.1 0.0 -0.56
N -1.704039 -2.169142 -0.144418 -0.1 -0.1 -0.1 0.59
C -1.354016 -0.586741 2.328225 0.0 0.0 0.0 0.25
N -1.311233 0.127764 3.478198 0.0 0.0 0.0 -0.47
N -0.047723 0.392375 3.680399 0.0 0.0 0.0 -0.60
N 0.617498 -0.143588 2.704872 0.0 0.2 0.0 0.24
N -0.145471 -0.772712 1.810682 0.0 0.0 0.0 0.16
H -3.345914 -0.906335 2.381129 0.0 0.0 0.0 0.25
Br 1.054959 -8.808103 1.978352 0.0 0.0 0.0 -0.15
C 0.910313 -7.047930 1.311949 0.0 0.0 0.0 0.40
C 2.012127 -6.210618 1.332485 0.0 0.0 0.0 -0.69
C 1.850368 -4.931074 0.828849 0.0 0.0 0.0 -0.21
N 0.703777 -4.471067 0.335812 0.0 0.0 0.0 -0.10
C -0.345002 -5.293920 0.322704 0.0 0.0 0.0 -0.11
C -0.291083 -6.595189 0.800953 0.0 0.0 0.0 -0.76
H 2.963517 -6.539081 1.723797 0.0 0.0 0.0 0.42
H 2.688918 -4.242288 0.821531 0.0 0.0 0.0 0.36
H -1.261976 -4.895317 -0.095676 0.0 0.0 0.0 0.41
H -1.165945 -7.227721 0.769798 0.0 0.0 0.0 0.43
N 3.370895 0.396172 3.021442 0.0 0.0 0.0 -0.67
C 3.682817 1.724294 2.473404 0.0 0.0 0.0 -0.38
C 3.938258 1.648477 0.971417 0.0 0.0 0.0 -0.84
N 2.855237 1.129802 0.153573 0.0 0.0 0.0 -0.24
H 3.277538 0.441929 4.030562 0.0 0.0 0.0 0.23
H 4.124094 -0.255037 2.826607 0.0 0.0 0.0 0.20
H 1.646392 -0.009046 2.626924 0.0 -0.2 0.1 0.38
H 4.550751 2.184096 2.959260 0.0 0.0 0.0 0.40
H 2.819092 2.368766 2.660848 0.0 0.0 0.0 0.24
H 4.824873 1.033241 0.787251 0.0 0.0 0.0 0.40
H 4.187398 2.653186 0.620990 0.0 0.0 0.0 0.34
H 1.990872 1.634499 0.316000 0.0 0.0 0.0 0.07
H 2.683468 0.148485 0.332778 0.0 0.0 0.0 0.12
O -0.893414 -0.030636 -2.295673 0.1 0.0 0.0 -0.37
S -0.326003 1.252256 -2.810103 -0.1 0.1 0.0 -0.02
C -1.726488 2.157625 -3.474395 0.0 0.0 0.0 0.58
C -1.506418 3.277147 -4.260310 0.0 0.0 0.0 -0.43
C -2.597749 3.972557 -4.758683 0.0 0.0 0.0 -0.52
C -3.885023 3.533046 -4.480103 0.0 0.0 0.0 -0.46
C -4.086909 2.396335 -3.708528 0.0 0.0 0.0 -0.57
C -3.002901 1.696684 -3.199660 0.0 0.0 0.0 -0.42
C -0.059246 2.295310 -1.368819 0.0 0.0 0.0 0.69
C -0.645194 1.930632 -0.168710 0.0 0.0 0.0 -0.49
C -0.407670 2.705776 0.959616 0.0 0.0 0.0 -0.54
C 0.407737 3.826377 0.872708 0.0 0.0 0.0 -0.63
C 0.989357 4.180657 -0.339907 0.0 0.0 0.0 -0.60
C 0.762414 3.408022 -1.468744 0.0 0.0 0.0 -0.39
H -0.497588 3.601245 -4.486984 0.0 0.0 0.0 0.34
H -2.442826 4.849691 -5.372639 0.0 0.0 0.0 0.38
H -4.735237 4.072833 -4.875629 0.0 0.0 0.0 0.38
H -5.091551 2.050190 -3.506046 0.0 0.0 0.0 0.40
H -3.127037 0.796546 -2.610864 0.0 0.0 0.0 0.49
H -1.266873 1.043782 -0.129596 0.0 0.0 0.0 0.45
H -0.858330 2.435010 1.905465 0.0 0.0 0.0 0.46
H 0.591326 4.426026 1.754871 0.0 0.0 0.0 0.44
H 1.629728 5.050770 -0.403029 0.0 0.0 0.0 0.39
H 1.238794 3.655100 -2.409363 0.0 0.0 0.0 0.40
```
Forces are in eV/Å.


| no. | electronic energy (eV) |
| --- | --- |
| 1 | -35927.2862 |
| 2 | -102689.8245 |
| 3 | -127664.7762 |